Record 1
7
Properties=species:S:1:pos:R:3:nbo_charge:R:1 method="wB97M-V/def2-TZVPD" orbital_gap_ha=0.0666 e_lumo_ev=-18.0 e_tot_ev=-29009.0406 relative_energy_kcal_mol=50.7 total_charge=+3 max_force_ev_per_a=4.03
Hg 29.51182 -10.09261 7.57962 1.376
Hg 27.59644 -1.08557 3.07076 1.303
Cl 26.25397 -5.36172 5.72773 2.436
O 24.85222 -5.23936 6.25333 -0.457
O 26.68181 -6.63876 5.95215 -0.641
O 26.25144 -4.96934 4.32978 -0.513
O 27.31141 -4.47346 6.26554 -0.503


Record 2
5
Properties=species:S:1:pos:R:3:nbo_charge:R:1 method="wB97M-V/def2-TZVPD" orbital_gap_ha="0.2191 / 0.2158" e_lumo_ev="1.0 / 0.9" e_tot_ev=-34005.2635 relative_energy_kcal_mol=162.8 total_charge=-1 max_force_ev_per_a=4.35
O -2.04638 1.48460 1.19750 -0.493
O -0.27280 0.09013 -1.48555 -1.100
P -0.06137 -0.04563 -0.09202 1.409
Cl -0.27065 -2.00428 0.31939 -0.358
I 2.65120 0.47518 0.06068 -0.458


Record 3
2
Properties=species:S:1:pos:R:3:nbo_charge:R:1 method="wB97M-V/def2-TZVPD" orbital_gap_ha=0.2933 e_lumo_ev=-8.1 e_tot_ev=-17960.0953 relative_energy_kcal_mol=0.0 total_charge=+1 max_force_ev_per_a=0.43
Mg -25.55985 8.96881 -11.44242 1.748
Cl -24.24397 9.05405 -9.76037 -0.748


Record 4
5
Properties=species:S:1:pos:R:3:nbo_charge:R:1 method="wB97M-V/def2-TZVPD" orbital_gap_ha=0.2899 e_lumo_ev=-3.1 e_tot_ev=-28937.3210 relative_energy_kcal_mol=48.8 max_force_ev_per_a=4.23
N -0.80000 -0.15758 -0.00934 0.383
O -0.88542 -1.30103 -0.01222 -0.252
O -1.66080 0.68639 0.03566 -0.347
S 0.48000 0.92595 -0.05373 0.519
Cl 2.86622 -0.15373 0.03963 -0.302


Record 5
5
Properties=species:S:1:pos:R:3:nbo_charge:R:1 method="wB97M-V/def2-TZVPD" orbital_gap_ha="0.2525 / 0.3013" e_lumo_ev="-3.9 / -2.8" e_tot_ev=-28936.1972 relative_energy_kcal_mol=74.7 max_force_ev_per_a=1.97
N -0.59672 -0.23962 0.05785 0.334
O -1.30084 -1.14715 -0.25693 -0.290
O -0.01263 0.51920 -0.74095 -0.346
S -0.24464 -0.01374 1.69041 0.400
Cl 2.15483 0.88131 -0.75038 -0.097


Record 6
5
Properties=species:S:1:pos:R:3:nbo_charge:R:1 method="wB97M-V/def2-TZVPD" orbital_gap_ha=0.3228 e_lumo_ev=-2.4 smiles="O=[N+]([O-])OCl" e_tot_ev=-20147.6004 relative_energy_kcal_mol=32.4 max_force_ev_per_a=2.25
O -1.23967 -1.00212 0.00485 -0.230
N -0.77047 0.10650 -0.01568 0.730
O -1.27925 1.17168 0.01545 -0.231
O 0.78050 -0.33129 0.06219 -0.510
Cl 2.50890 0.05523 -0.06680 0.241